Entry 1:
Formula: C17H31N4O3OsPS2
Source: the OMol25 dataset
Level of theory: wB97M-V/def2-TZVPD

The value obtained for the largest force on an atom is 1.4 eV/Å. The calculation puts the energy above the lowest of the compared OMol25 structures with the same formula, charge and spin at 241.6 kJ/mol. The orbital gap (alpha / beta) comes out at 7.29 / 6.95 eV. As for the spin multiplicity: 2. The value obtained for the highest occupied orbital energy (alpha / beta) is -11.1 / -11.1 eV. Its net charge is +1.

XYZ file:
```
59
Properties=species:S:1:pos:R:3:forces:R:3:mulliken_spin:R:1
Os -0.2240 -0.2455 -1.0560 -0.85 0.35 -0.87 0.910
S -0.9422 1.8458 0.1723 -0.24 -0.10 0.33 0.004
S 1.7330 3.3685 -1.2770 0.07 0.08 -0.01 0.001
P -0.1134 2.8312 -1.3598 0.20 0.16 0.18 -0.004
O -0.2830 1.6386 -2.5248 0.26 -0.15 -0.10 0.042
O -1.1363 3.9643 -1.7618 0.02 -0.03 -0.27 -0.001
O 5.9693 -0.0389 -1.7879 0.05 0.10 0.06 0.000
N 4.8115 1.7842 -2.5084 -0.05 -0.07 -0.01 0.000
N -3.7083 -2.8105 0.5921 0.09 0.10 -0.12 0.000
N -1.7013 -1.3326 -0.1167 0.10 -0.91 1.06 0.007
N 1.6083 -0.0209 -0.3192 0.17 -0.09 0.47 -0.015
C -2.4691 -3.5378 0.8271 -0.07 -0.01 0.01 0.005
C -2.4320 -0.7416 1.0642 0.11 -0.04 -0.17 0.020
C 5.0091 0.6959 -1.7311 -0.02 -0.04 -0.04 0.002
C -2.6953 -1.4606 -1.2405 0.06 0.13 0.19 0.019
C 3.1542 -0.0350 1.4774 -0.04 -0.03 0.08 -0.007
C -1.2604 -2.7184 0.3270 -0.14 0.22 -0.11 -0.015
C 4.1877 0.2451 0.5992 0.04 -0.08 -0.01 0.010
C -1.6919 2.3057 -4.4192 -0.04 -0.03 -0.07 -0.002
C -0.2949 5.6750 -3.3185 0.02 0.01 -0.03 0.000
C 3.9018 0.4158 -0.7462 0.07 0.03 0.01 -0.002
C -0.7751 5.3752 -1.9222 -0.04 -0.09 0.04 0.000
C 1.8713 -0.1597 0.9891 0.13 0.16 -0.11 0.022
C 0.5304 -1.9139 -2.0878 0.06 0.31 -0.42 -0.019
C -3.6860 -1.5888 1.3832 -0.08 -0.02 -0.01 -0.001
C -3.8076 -2.4693 -0.8180 -0.01 -0.03 0.03 -0.003
C -1.5815 1.4495 -3.1821 0.16 0.13 -0.07 -0.002
C 2.6010 0.2704 -1.1744 -0.07 -0.01 0.03 0.014
H 1.0223 -0.3550 1.6274 0.00 0.00 0.00 0.002
H -4.5887 -1.0198 1.1608 -0.01 0.00 0.03 0.000
H 1.3325 -1.6156 -2.7754 -0.05 0.03 -0.02 0.011
H -1.5997 0.3909 -3.4466 0.00 -0.05 -0.01 0.003
H -0.1857 -2.4790 -2.6913 0.00 -0.11 0.08 0.002
H -1.8573 3.3476 -4.1619 0.02 -0.01 0.00 0.000
H -0.0278 5.6134 -1.1680 0.05 0.03 -0.04 0.000
H 1.0110 -2.6044 -1.3869 -0.03 -0.03 0.04 0.005
H -0.7869 2.2231 -5.0205 -0.01 -0.02 0.01 0.000
H 5.2107 0.3233 0.9442 -0.01 0.01 -0.02 0.000
H -3.7259 -3.3846 -1.4025 -0.01 0.00 -0.02 0.001
H -1.6940 5.9062 -1.6882 -0.02 -0.01 0.01 0.000
H -0.5121 -2.5642 1.1027 0.03 0.00 -0.01 0.005
H 2.3367 0.3741 -2.2186 -0.01 0.02 0.01 -0.003
H -2.3910 -3.7516 1.8925 0.01 0.01 0.00 0.000
H -2.5332 1.9591 -5.0213 -0.01 0.02 0.02 0.000
H -1.7199 -0.7128 1.8875 0.01 0.00 0.01 0.000
H 5.5299 2.0375 -3.1669 -0.01 0.00 -0.01 0.000
H -3.7118 -1.8507 2.4401 0.00 0.01 0.01 0.000
H -2.7091 0.2745 0.8144 0.02 0.08 -0.02 -0.002
H 0.6220 5.1305 -3.5424 -0.01 0.00 0.00 0.000
H -0.7903 -3.2044 -0.5146 0.08 0.01 -0.15 -0.003
H -0.0872 6.7430 -3.4013 0.01 -0.02 0.01 0.000
H -3.1117 -0.4660 -1.4080 -0.01 0.04 0.02 -0.002
H -1.0536 5.4255 -4.0602 0.01 0.02 0.01 0.000
H -2.3643 1.6618 -2.4513 -0.05 0.01 -0.03 0.002
H 4.0287 2.4020 -2.3632 0.01 0.01 0.00 0.000
H 3.3294 -0.1622 2.5358 0.02 0.02 -0.01 -0.001
H -2.5138 -4.4898 0.2988 0.00 -0.02 0.03 0.000
H -4.7844 -2.0286 -1.0100 -0.02 -0.01 -0.03 0.000
H -2.1734 -1.7884 -2.1381 0.03 -0.07 -0.03 -0.005
```
Positions in Å, forces in eV/Å.



Entry 2:
Formula: C17H31OSi
Source: the OMol25 dataset
Level of theory: wB97M-V/def2-TZVPD

The value obtained for the largest force on an atom is 4.4 eV/Å. The calculation puts the energy above the lowest of the compared OMol25 structures with the same formula, charge and spin at 0.0 kJ/mol. The orbital gap comes out at 6.06 eV. As for the spin multiplicity: 1. The value obtained for the highest occupied orbital energy is -11.8 eV. Its net charge is +1.

XYZ file:
```
50
Properties=species:S:1:pos:R:3:forces:R:3:lowdin_charge:R:1
Si -0.9855 -1.3793 0.1509 -0.13 -0.48 0.02 0.772
O -0.0021 3.3308 -1.1786 3.09 -0.58 3.05 -0.020
C -3.2628 -2.0705 -1.4192 -0.17 -0.09 -0.12 -0.131
C -2.8625 -1.2477 -0.2075 0.60 -0.40 0.53 -0.486
C 0.7063 3.1862 -0.0337 -0.54 0.04 -2.56 0.075
C -1.8490 -2.4768 2.6346 -0.08 -0.12 0.18 -0.132
C -0.5949 -2.0155 1.9135 0.01 -0.23 -0.85 -0.490
C 0.9039 -1.3539 -1.9673 0.07 0.05 -0.18 -0.146
C 2.7543 2.8899 -1.2827 -0.13 0.03 -0.29 0.029
C 2.8614 2.8122 1.1327 -0.44 0.07 0.07 0.025
C 2.0883 2.9617 -0.0427 0.29 -0.03 -0.54 -0.172
C 4.8444 2.5416 -0.1829 -0.18 0.03 -0.05 0.002
C -0.0174 -2.3011 -1.2179 -0.81 0.10 0.33 -0.490
C -3.2924 0.2024 -0.3364 -0.17 0.13 0.03 -0.150
C 4.1062 2.6837 -1.3485 0.03 0.00 -0.32 -0.025
C 4.2168 2.6068 1.0513 0.00 -0.02 0.32 -0.033
C 0.7258 -3.5032 -0.6649 0.11 -0.21 -0.06 -0.133
C -1.3610 3.5706 -0.9118 -1.99 0.35 0.26 -0.032
C 0.1754 -0.9771 2.7106 0.15 0.03 0.14 -0.147
H -4.3735 0.2818 -0.4705 -0.02 0.05 -0.01 0.082
H 0.3610 -0.5026 -2.3835 0.00 0.02 -0.03 0.062
H 1.0898 -0.6680 2.1993 0.04 0.00 0.00 0.059
H 2.3856 2.8635 2.0943 -0.17 0.00 0.30 0.128
H -1.4582 4.4931 -0.3398 -0.09 0.07 -0.14 0.111
H 0.4542 -1.3648 3.6928 0.02 0.02 0.04 0.079
H -2.8053 -1.6628 -2.3220 0.00 -0.05 -0.11 0.077
H -2.8170 0.6668 -1.2022 0.02 0.05 -0.10 0.063
H -2.9471 -3.1119 -1.3221 -0.06 0.03 -0.06 0.077
H 4.8034 2.4963 1.9480 0.00 -0.01 0.16 0.123
H 2.1725 3.0077 -2.1789 -0.05 0.00 -0.26 0.131
H 4.5969 2.6357 -2.3058 0.05 -0.01 -0.14 0.124
H -3.0197 0.7851 0.5465 -0.03 0.02 0.05 0.061
H -0.8070 -2.6526 -1.8965 0.31 -0.02 -0.06 0.084
H 0.0507 -2.8862 1.7334 -0.06 0.13 0.27 0.084
H 1.6744 -0.9579 -1.3037 0.09 0.04 0.06 0.065
H -2.5151 -1.6323 2.8176 -0.11 0.00 0.05 0.076
H 0.1751 3.2524 0.9042 -0.34 0.04 0.14 0.160
H -1.9126 3.6598 -1.8501 0.35 -0.06 0.12 0.119
H -0.4307 -0.0832 2.8679 -0.05 0.09 0.04 0.067
H 5.9075 2.3843 -0.2397 0.21 -0.04 0.02 0.127
H -1.7644 2.7465 -0.3251 -0.11 -0.06 -0.13 0.082
H -0.4689 -0.0173 0.1122 0.27 0.95 -0.01 0.005
H 1.5119 -3.1812 0.0195 0.08 -0.07 0.07 0.076
H 0.0587 -4.1736 -0.1183 0.08 -0.04 -0.02 0.076
H 1.4071 -1.8663 -2.7898 0.04 0.01 -0.04 0.079
H -3.3271 -1.6848 0.6874 -0.14 0.15 -0.23 0.085
H -2.3995 -3.2186 2.0516 -0.02 0.00 0.08 0.076
H -1.6142 -2.9240 3.6027 0.02 0.00 0.03 0.082
H 1.2007 -4.0822 -1.4595 0.01 -0.01 -0.03 0.081
H -4.3445 -2.0638 -1.5695 -0.02 0.01 0.01 0.082
```
Positions in Å, forces in eV/Å.



Entry 3:
Formula: C17H32BBrClN2O9PS
Source: the OMol25 dataset
Level of theory: wB97M-V/def2-TZVPD

The value obtained for the largest force on an atom is 1.7 eV/Å. The orbital gap comes out at 8.85 eV. As for the spin multiplicity: 1. The value obtained for the highest occupied orbital energy is -8.7 eV.

XYZ file:
```
65
Properties=species:S:1:pos:R:3:forces:R:3:lowdin_charge:R:1
Br -2.7503 -3.0003 2.3044 -0.27 0.05 0.14 0.438
Cl -2.5557 -0.6449 -2.6998 -0.07 0.07 0.24 0.841
S -1.1226 2.0957 -1.7430 -1.41 0.27 0.27 0.970
P -1.8762 -2.5113 0.3069 1.14 -0.48 -0.79 0.705
O 0.2534 -4.3101 -3.6334 -0.52 0.32 -0.19 0.100
O 1.0918 -1.2790 0.8443 -0.03 0.40 0.36 -0.192
O -1.1245 2.3279 -0.1247 -0.04 -0.96 -0.47 -0.247
O -4.2756 -0.8626 0.6353 0.30 0.03 0.46 0.074
O -0.4423 0.5949 -1.8565 0.13 0.10 1.15 -0.311
O -0.8180 -2.7655 -2.5946 -0.17 -0.73 0.97 -0.189
O -3.0945 -2.9188 -0.7021 -0.22 -0.10 0.85 -0.347
O -0.1067 2.9410 -2.2646 1.06 0.60 -0.62 -0.347
O -3.6946 1.1088 -0.4796 0.34 -0.42 -0.21 0.010
N 4.7029 1.3098 -1.8094 -0.16 0.04 0.11 0.005
N 0.0755 -3.1607 -3.6345 0.66 -0.15 0.05 -0.011
C -0.8914 0.1393 1.0758 -1.21 0.19 0.32 -0.286
C 2.1964 1.7026 1.4699 0.23 -0.70 -0.73 -0.168
C 1.7244 -2.4359 1.3833 0.18 -0.22 -0.59 -0.250
C -0.2769 1.5219 0.6887 1.56 -0.19 0.63 -0.275
C 2.9857 -2.6717 0.5632 -0.61 0.35 0.35 -0.047
C -2.0112 0.0517 3.3779 -0.44 -0.46 1.28 0.002
C -4.8422 2.0108 -2.4347 -0.29 -0.34 -0.07 -0.064
C -1.8589 0.5712 2.1950 0.42 0.39 -1.06 -0.139
C -0.2071 -1.7021 -1.8780 0.45 0.62 -1.23 -0.222
C -1.1825 -0.5380 -1.4785 0.13 -1.07 -0.97 -0.680
C 1.2168 1.5671 0.2946 -0.29 0.64 -0.14 -0.130
C 3.5321 2.2910 0.9951 0.33 -0.26 0.36 -0.194
C 0.1372 -0.7482 1.7446 0.57 -0.19 -0.05 -0.214
C 4.6074 1.2430 0.7149 0.26 0.01 -0.44 -0.204
C -1.7502 -0.5986 -0.0249 -0.95 -0.05 0.02 -0.278
C -4.9273 1.1119 -1.2012 -0.58 0.50 -0.53 -0.244
C 4.4511 0.5024 -0.6179 0.18 0.04 0.12 -0.295
B -3.2920 -0.1136 0.0120 -0.20 0.98 -0.01 -0.784
H 0.6140 -0.1571 2.5309 0.26 0.05 0.04 0.138
H 2.7674 -2.3261 -0.4421 0.18 -0.08 -0.26 0.071
H -3.9295 -2.9763 -0.2051 0.03 0.24 -0.38 0.049
H 5.5749 1.7444 0.6717 0.17 0.09 0.03 0.104
H 2.4191 0.6931 1.8081 -0.02 -0.11 0.39 0.092
H -5.2042 0.1282 -1.5616 0.30 -0.45 0.27 0.103
H -0.3126 -1.5903 2.2673 -0.44 -0.03 -0.02 0.065
H 3.4628 0.0521 -0.6833 -0.13 -0.02 -0.09 0.082
H 1.7816 2.2466 2.3147 -0.15 0.24 -0.04 0.116
H -2.6801 0.5220 4.0775 -0.15 0.17 0.19 0.073
H -3.8161 2.2408 -2.6823 0.18 0.27 0.12 0.041
H 4.1824 2.1790 -1.7563 -0.01 -0.03 -0.15 0.055
H -5.4575 2.8983 -2.3419 0.22 0.33 0.11 0.072
H 0.3898 -2.0622 -1.0478 -0.37 -0.09 0.24 0.086
H 3.2597 -3.7188 0.5354 0.18 -0.12 0.08 0.079
H -4.7451 -0.2534 1.2276 -0.28 -0.38 -0.36 0.136
H 1.9622 -2.2885 2.4374 -0.05 0.03 0.14 0.125
H -0.2592 2.0719 1.6254 -0.28 0.13 0.20 0.144
H 1.3229 2.4739 -0.2943 -0.07 0.14 -0.16 0.109
H 5.6849 1.5579 -1.8425 -0.02 0.06 -0.03 0.063
H 3.7720 -2.0564 0.9832 0.40 -0.04 -0.16 0.066
H -5.2323 1.4643 -3.2885 -0.10 -0.07 -0.17 0.073
H -2.3654 1.5103 2.0274 -0.21 0.14 -0.44 0.129
H 4.6973 0.5182 1.5235 -0.22 -0.05 0.22 0.102
H 0.5065 -1.2781 -2.5870 0.05 0.44 0.04 0.131
H -1.5681 -0.8559 3.7320 0.31 -0.25 0.03 0.028
H 5.1635 -0.3197 -0.6462 0.03 -0.18 0.03 0.106
H 3.4020 2.8821 0.0912 -0.16 0.24 -0.06 0.098
H 1.0358 -3.2768 1.2782 -0.14 -0.12 0.17 0.110
H 3.9408 2.9624 1.7444 -0.08 0.21 0.17 0.106
H -5.7598 1.4308 -0.5753 0.11 0.13 0.33 0.120
H 1.5165 0.7538 -0.3506 -0.03 -0.16 -0.05 0.098
```
Positions in Å, forces in eV/Å.



Entry 4:
Formula: C17H32BF4LiO9
Source: the OMol25 dataset
Level of theory: wB97M-V/def2-TZVPD

The value obtained for the largest force on an atom is 15.2 eV/Å. The calculation puts the energy above the lowest of the compared OMol25 structures with the same formula, charge and spin at 19.3 kJ/mol. The orbital gap comes out at 7.25 eV. As for the spin multiplicity: 1. The value obtained for the highest occupied orbital energy is -7.7 eV.

XYZ file:
```
64
Properties=species:S:1:pos:R:3:forces:R:3:lowdin_charge:R:1
F 0.5711 -1.6365 -0.2340 -0.42 -0.07 -0.15 0.099
F -0.0625 0.1307 1.0554 -0.32 0.29 -0.13 0.127
F -1.3767 -0.5795 -0.6609 -2.09 1.50 -2.91 0.181
F -1.2733 -1.7961 1.1410 -0.24 -0.80 0.61 0.145
O -3.5890 -0.5270 -2.6235 1.33 1.26 1.45 -0.149
O -3.8754 -1.8298 -0.0430 0.74 -2.60 -0.15 -0.175
O 0.4020 2.4191 2.2541 1.37 6.44 0.02 0.056
O 1.3083 -0.0639 -7.4246 -1.00 0.76 -1.65 0.003
O 1.0541 4.5653 7.4217 -0.37 0.02 0.08 0.037
O 2.8661 1.2735 0.6507 1.58 0.04 -0.48 -0.124
O 1.0438 -4.1554 1.2945 -5.99 1.45 -1.72 -0.174
O 2.3333 -1.7812 -2.2523 -2.15 -0.30 0.14 0.004
O -2.9590 1.3326 1.0135 2.56 0.57 -1.00 -0.191
C 0.9989 4.4070 3.7505 -1.86 -5.00 2.45 0.019
C 3.1246 -1.1967 -4.4312 -5.13 0.51 -0.29 -0.002
C 2.0792 -1.3211 -3.5156 -2.38 2.14 0.60 -0.249
C 2.3122 -4.4344 0.9196 1.80 2.38 0.12 -0.236
C 0.8735 4.1158 6.1389 0.23 -1.45 0.12 -0.344
C 0.5072 -0.5946 -5.2068 5.95 1.68 0.58 -0.029
C 1.1119 4.9178 5.0457 -0.66 -0.91 -0.79 -0.030
C 2.8173 -0.8071 -5.7203 -3.00 1.35 2.33 -0.003
C -3.0315 0.6076 2.2328 -1.21 4.61 2.27 -0.126
C -2.8001 -0.2419 -3.7916 -3.84 3.28 2.17 -0.056
C 1.5472 -0.3514 -6.1071 1.65 -3.06 -0.20 -0.290
C 0.6174 3.0176 3.4800 0.65 0.16 3.13 -0.219
C 0.7288 -0.7845 -3.8839 7.21 -2.30 -1.91 0.032
C 0.6321 2.7452 5.9876 0.12 1.87 -3.50 0.000
C 0.5528 2.2057 4.6679 0.13 0.78 0.58 0.000
C 3.5966 0.9419 -0.5420 2.61 -2.16 2.87 -0.143
C -4.6851 -2.4467 0.9676 8.26 11.42 5.81 -0.077
B -0.5601 -0.9576 0.3060 2.52 -1.00 2.26 -1.335
Li -3.4550 0.0407 -0.6666 0.72 -0.29 0.19 0.750
H -2.6935 -1.0169 -4.4075 0.76 -3.09 -2.28 0.062
H -2.1765 1.0251 2.8914 -1.76 -0.98 -0.48 0.123
H -4.0877 0.8899 2.6112 1.82 -0.70 0.13 0.121
H -4.1118 -2.6900 1.8766 0.61 -0.50 -0.62 0.120
H -1.9926 1.6403 1.0441 -1.97 -0.42 -0.88 0.112
H -3.9368 -1.3642 -2.7443 -1.23 -2.58 0.06 0.042
H 0.5815 1.1122 4.6413 -0.48 0.27 -0.49 0.115
H -0.3935 -0.6479 -5.4967 -6.77 0.40 -2.49 0.039
H 1.9955 1.3748 0.3590 -2.34 0.29 -0.09 0.008
H -3.2236 -2.5882 -0.2110 -0.72 2.22 -0.03 0.139
H -1.9958 0.3192 -3.5259 2.89 0.79 0.81 0.057
H 4.0246 -0.1553 -0.2739 -0.56 2.45 -1.18 0.120
H -0.0686 -0.8428 -3.3287 -3.90 -0.61 3.62 0.027
H 1.7028 -0.5015 -8.2301 -0.06 0.16 2.29 0.139
H -3.4790 0.4979 -4.1495 -0.03 0.60 -1.95 0.094
H 3.5428 -0.7504 -6.3895 3.26 0.17 -3.02 0.068
H 1.4387 -1.9231 -1.7530 2.31 0.61 -0.91 0.122
H 1.3007 5.9568 5.2019 0.36 0.57 -0.09 0.109
H 1.7343 5.2273 7.3541 0.32 0.57 0.36 0.090
H 1.2696 4.9512 2.9862 1.04 3.06 -4.00 0.050
H 0.3003 -3.8908 0.4856 3.95 -1.00 3.34 0.190
H 3.0300 0.8555 -1.4387 -0.58 0.19 -0.62 0.047
H 0.5345 2.1906 6.8527 -0.06 -1.41 1.45 0.087
H 2.8636 -3.5341 0.5744 -0.26 -0.12 -0.19 0.081
H 0.2067 1.5562 2.3415 -0.80 -4.96 0.61 -0.011
H -5.1700 -3.1247 0.7261 -7.94 -11.35 -4.70 -0.038
H 4.4398 1.6824 -0.5936 -0.68 -0.84 -0.44 0.080
H 2.8711 -4.6897 1.8187 -0.11 -0.75 -0.06 0.086
H 3.9896 -1.5592 -4.1275 4.19 -1.45 0.97 0.070
H 2.3118 -5.1141 0.1405 0.66 -1.93 -1.38 0.050
H -5.2798 -1.7160 1.4519 -1.12 1.12 -0.28 0.091
H -2.9393 -0.3858 2.0888 0.44 -3.34 -0.36 0.008
```
Positions in Å, forces in eV/Å.